An isolated ion of composition C5H3O3 and charge -1 at a distorted geometry, computed with ωB97M-V/def2-TZVPD.

Atoms and positions in Å:
C 1.05 -0.58 0.47
C -1.02 0.06 -0.61
C 1.47 0.70 0.16
C -2.17 0.44 -0.21
C -0.28 -1.06 0.14
O -3.20 0.72 0.29
O -0.76 -2.20 0.27
O 0.94 1.79 -0.06
H 1.80 -1.27 0.67
H -0.46 0.56 -1.27
H 2.64 0.83 0.14

* relative energy (zero: lowest compared OMol25 entry of this formula, charge and spin): 35.74 kcal per mole
* E: -11375.5302 eV
* LUMO: 3.93 eV
* total charge: -1
* Kohn-Sham gap: 7.720 eV